C27H48O24 | wB97M-V/def2-TZVPD

Last column: Mulliken charge in e.
CARTESIAN COORDINATES (ANGSTROEM)
C -1.27 -0.52 2.48  0.70
C -1.07 0.52 3.63  -0.43
C -1.40 1.95 3.14  0.88
O -2.34 2.36 4.11  -0.45
C -2.84 1.33 4.78  0.68
O -3.82 1.47 5.51  -0.60
O -2.12 0.24 4.56  -0.49
H -0.55 -0.46 1.67  -0.84
H -2.28 -0.47 2.07  -0.29
H -1.16 -1.51 2.93  0.32
H -0.10 0.36 4.09  0.55
H -1.81 1.97 2.14  -0.50
H -0.46 2.48 3.29  -0.15
C 3.76 -1.32 -1.19  -2.74
C 3.20 -0.77 0.09  3.93
C 4.23 -0.78 1.19  -0.41
O 4.42 0.55 1.52  -0.44
C 3.66 1.32 0.79  0.28
O 3.71 2.54 0.89  -0.50
O 3.00 0.56 -0.12  0.19
H 3.34 -0.90 -2.11  1.02
H 3.47 -2.37 -1.19  0.24
H 4.84 -1.23 -1.20  0.50
H 2.28 -1.27 0.39  -2.76
H 5.22 -1.22 1.01  0.28
H 3.97 -1.25 2.14  0.32
C -3.24 -2.73 -1.48  -1.16
C -3.57 -1.69 -2.59  0.20
C -5.02 -1.14 -2.55  -0.42
O -4.76 0.25 -2.51  -0.42
C -3.47 0.55 -2.25  0.35
O -2.98 1.66 -2.08  -0.57
O -2.84 -0.62 -2.18  -0.02
H -3.42 -2.27 -0.51  0.66
H -2.18 -2.98 -1.45  0.18
H -3.94 -3.57 -1.37  0.55
H -3.15 -2.01 -3.54  0.52
H -5.53 -1.38 -1.61  0.09
H -5.69 -1.46 -3.35  0.47
C -4.11 1.57 0.56  0.30
O -4.52 0.67 1.59  -0.34
C -4.26 -0.64 1.39  0.70
O -3.94 -1.14 0.29  -0.02
O -4.36 -1.38 2.48  -0.36
C -4.85 -0.97 3.77  -0.67
H -4.28 1.20 -0.45  -0.05
H -3.03 1.75 0.61  -0.31
H -4.57 2.55 0.71  0.36
H -5.38 -1.84 4.16  0.35
H -5.52 -0.11 3.80  0.36
H -4.03 -0.69 4.43  0.22
C -1.89 -1.03 0.23  -1.30
O -1.12 -0.04 -0.30  1.09
C 0.15 -0.20 -0.82  0.79
O 0.82 -1.21 -0.89  -0.65
O 0.49 0.98 -1.40  -0.33
C 1.75 1.01 -2.08  -3.13
H -2.06 -1.87 -0.44  -0.86
H -2.82 -0.52 0.47  -0.40
H -1.52 -1.54 1.12  0.59
H 2.51 1.65 -1.62  1.15
H 1.54 1.57 -3.00  1.44
H 2.25 0.06 -2.23  0.81
C 0.39 -2.54 1.57  -0.79
O -0.27 -3.32 0.59  -0.11
C 0.44 -3.98 -0.38  0.82
O 1.63 -4.24 -0.43  -0.58
O -0.49 -4.52 -1.19  -0.22
C -0.09 -5.63 -2.01  -0.82
H 0.06 -2.48 2.61  0.26
H 0.34 -1.47 1.37  0.55
H 1.46 -2.75 1.51  0.78
H -0.77 -5.66 -2.86  0.29
H -0.02 -6.57 -1.46  0.28
H 0.92 -5.43 -2.36  0.34
C 2.34 4.28 3.30  -0.80
O 2.07 3.88 1.93  -0.13
C 1.00 4.29 1.31  0.69
O 0.07 4.90 1.85  -0.65
O 1.05 4.11 -0.01  -0.45
C 1.98 3.19 -0.62  -0.37
H 3.38 4.11 3.55  0.26
H 1.75 3.62 3.95  0.27
H 2.13 5.35 3.36  0.32
H 1.81 2.22 -0.15  -0.19
H 2.99 3.35 -0.23  0.65
H 1.96 3.32 -1.70  0.29
C 2.37 2.87 -4.34  -0.76
O 2.85 1.59 -3.91  -0.39
C 4.14 1.37 -3.83  0.67
O 4.97 2.05 -4.39  -0.61
O 4.28 0.24 -3.15  -0.21
C 5.53 -0.35 -2.99  -1.10
H 1.80 2.79 -5.27  0.21
H 3.19 3.57 -4.50  0.39
H 1.74 3.36 -3.60  0.30
H 5.46 -1.31 -2.47  0.60
H 6.30 0.30 -2.58  0.38
H 5.92 -0.53 -4.00  0.40

Properties
HOMO in eV: -9.090
Kohn-Sham gap in eV: 9.3
Molecular weight in g/mol: 756.7
Relative energy (zero: lowest compared OMol25 entry of this formula, charge and spin) in kJ/mol: 1448.3


C27H48OP2Sr | wB97M-V/def2-TZVPD

Last column: Mulliken charge in e.
CARTESIAN COORDINATES (ANGSTROEM)
P 1.83 -1.75 -1.01  1.70
P -2.20 -0.52 0.68  0.85
C 0.29 -1.76 0.05  -1.98
C -1.17 -1.59 -0.50  -0.37
H 0.47 -0.98 0.81  1.20
H 0.28 -2.70 0.63  0.36
H -1.25 -1.33 -1.59  0.78
H -1.69 -2.55 -0.46  -0.86
C -2.84 -1.86 1.74  -1.24
H -2.48 -1.59 2.74  0.37
H -2.48 -2.87 1.49  0.31
H -3.93 -1.80 1.70  0.44
C -3.60 0.06 -0.34  -1.28
H -4.34 -0.73 -0.43  0.40
H -3.36 0.44 -1.35  0.22
H -4.07 0.88 0.23  0.47
C 2.73 -3.31 -1.08  -1.45
H 3.80 -3.06 -1.12  0.49
H 2.53 -3.96 -1.94  0.39
H 2.60 -3.92 -0.17  0.38
C 1.67 -0.90 -2.66  -1.16
H 0.62 -0.60 -2.94  0.16
H 1.95 -1.61 -3.45  0.50
H 2.31 0.00 -2.74  0.15
Sr -0.24 0.65 -1.18  -0.23
C -3.57 -2.12 -2.56  -0.10
C -3.61 -2.85 -1.43  -0.66
C -3.06 -4.24 -1.28  -1.02
C -1.87 -4.56 -2.21  -1.17
C -0.87 -3.47 -2.44  0.02
C -0.89 -2.61 -3.47  -0.09
C -1.96 -2.58 -4.50  -1.29
C -3.39 -2.69 -3.93  -0.93
C 2.88 -0.61 -0.08  -0.97
H -3.88 -1.07 -2.60  0.35
H -4.23 -2.54 -0.58  0.88
H -3.86 -4.96 -1.51  0.43
H -2.80 -4.42 -0.23  0.27
H -1.34 -5.37 -1.71  0.45
H -2.28 -5.00 -3.13  0.38
H 0.01 -3.55 -1.77  0.51
H -0.01 -2.05 -3.77  0.25
H -1.80 -3.41 -5.21  0.37
H -1.87 -1.66 -5.10  0.32
H -4.04 -2.12 -4.61  0.51
H -3.70 -3.75 -3.98  0.26
H 2.38 0.32 0.26  0.05
H 3.75 -0.38 -0.71  0.52
H 3.25 -1.15 0.81  0.38
C 0.39 6.12 0.06  -1.68
C 0.79 4.64 0.03  1.02
C 1.61 4.29 -1.21  -1.15
C 1.55 4.24 1.30  0.06
C 2.47 5.10 1.88  0.05
C 3.09 4.80 3.09  -1.41
C 2.76 3.63 3.76  -0.04
C 1.83 2.74 3.24  0.13
C 1.39 1.57 4.13  0.77
C 2.50 0.54 4.28  -1.17
C 1.01 2.08 5.52  -1.60
C 1.39 2.90 1.86  -0.42
O 0.92 1.92 1.15  0.22
H 1.27 6.77 -0.04  0.30
H -0.12 6.35 1.00  0.40
H -0.30 6.35 -0.75  0.43
H -0.15 4.05 0.02  0.05
H 2.42 5.02 -1.31  0.32
H 2.08 3.30 -1.14  0.16
H 1.03 4.31 -2.14  0.32
H 2.71 6.04 1.38  0.25
H 3.82 5.48 3.51  0.34
H 3.23 3.42 4.72  0.27
H 0.51 1.07 3.69  0.09
H 3.37 0.99 4.78  0.32
H 2.17 -0.30 4.90  0.43
H 2.83 0.15 3.31  0.08
H 0.27 2.89 5.45  0.38
H 0.59 1.28 6.13  0.45
H 1.90 2.46 6.04  0.29

Properties
HOMO (alpha / beta) in eV: -3.608 / -3.658
Kohn-Sham gap (alpha / beta) in eV: 3.4 / 3.4
Molecular weight in g/mol: 538.2
Relative energy (zero: lowest compared OMol25 entry of this formula, charge and spin) in kJ/mol: 714.8


C27H49Br2Cl15O5 | wB97M-V/def2-TZVPD

Last column: Mulliken charge in e.
CARTESIAN COORDINATES (ANGSTROEM)
C -17.74 -10.71 -26.88  0.09
Cl -17.01 -12.07 -27.85  0.03
Cl -19.14 -10.15 -27.88  -0.14
Cl -16.55 -9.43 -26.57  -0.12
H -18.10 -10.98 -25.88  0.08
C -22.92 -13.76 -21.89  -0.03
Cl -23.08 -13.62 -20.10  -0.14
Cl -23.68 -15.22 -22.47  -0.11
Cl -21.25 -13.68 -22.45  -0.01
H -23.43 -12.87 -22.27  0.29
C -21.51 -18.66 -27.74  -0.02
Cl -20.82 -17.92 -29.20  -0.12
Cl -20.29 -19.58 -26.83  0.01
Cl -22.58 -20.00 -28.24  -0.15
H -22.04 -17.90 -27.16  0.26
C -18.77 -15.94 -25.74  0.77
Cl -17.65 -17.35 -25.42  -0.02
Cl -20.52 -16.25 -25.22  -0.07
Cl -18.45 -15.29 -27.37  0.07
H -18.34 -15.19 -25.07  -0.64
C -21.69 -12.52 -27.17  -0.10
Cl -23.26 -12.71 -26.43  -0.13
Cl -21.61 -13.82 -28.37  -0.09
Cl -20.31 -12.59 -26.09  0.09
H -21.71 -11.56 -27.67  0.25
C -15.67 -22.64 -27.29  -0.62
C -16.58 -21.77 -26.53  -0.09
C -17.99 -22.42 -26.77  0.00
O -17.75 -23.53 -27.54  -0.47
C -16.42 -23.94 -27.46  -0.48
H -14.70 -22.74 -26.81  0.35
H -15.39 -22.13 -28.22  0.25
H -16.59 -20.79 -27.01  0.13
H -16.44 -21.66 -25.45  0.12
H -18.54 -21.73 -27.41  0.06
H -18.37 -22.53 -25.75  0.15
H -16.19 -24.43 -28.40  0.31
H -16.26 -24.61 -26.62  0.28
C -20.05 -13.12 -31.65  -0.31
C -20.01 -12.40 -32.99  -0.69
C -18.55 -12.21 -33.23  -0.45
O -17.97 -12.35 -31.90  -0.41
C -18.86 -12.61 -30.84  0.36
H -19.88 -14.18 -31.85  0.26
H -20.97 -12.96 -31.09  0.25
H -20.37 -11.38 -32.87  0.30
H -20.52 -12.96 -33.78  0.35
H -18.50 -11.24 -33.72  0.25
H -18.05 -12.97 -33.83  0.32
H -19.02 -11.74 -30.21  -0.17
H -18.34 -13.34 -30.22  -0.05
C -20.34 -21.05 -22.43  -0.57
C -19.00 -20.53 -22.84  0.37
C -17.92 -21.00 -21.94  -0.38
O -18.72 -21.80 -21.07  -0.46
C -20.03 -21.30 -21.00  -0.46
H -20.80 -21.87 -22.99  0.29
H -21.04 -20.23 -22.56  0.28
H -18.95 -19.48 -23.12  0.23
H -18.85 -20.96 -23.83  -0.44
H -17.40 -20.25 -21.35  0.28
H -17.14 -21.55 -22.48  0.23
H -20.06 -20.42 -20.35  0.24
H -20.78 -21.90 -20.48  0.39
C -13.20 -16.01 -26.29  -0.08
C -12.42 -15.73 -27.52  -0.28
C -11.37 -16.88 -27.52  -0.57
O -11.90 -17.76 -26.52  -0.45
C -13.24 -17.52 -26.25  -0.40
H -14.19 -15.56 -26.37  0.15
H -12.75 -15.58 -25.40  0.19
H -11.93 -14.75 -27.52  0.28
H -13.10 -15.77 -28.37  0.01
H -10.35 -16.52 -27.38  0.32
H -11.35 -17.30 -28.52  0.31
H -13.52 -17.85 -25.25  0.27
H -13.93 -18.04 -26.92  0.24
C -16.21 -13.21 -21.55  -0.69
C -14.98 -13.43 -22.44  -0.66
C -15.52 -14.46 -23.41  -0.02
O -16.81 -13.98 -23.76  -0.28
C -17.39 -13.42 -22.58  -0.24
H -16.30 -12.26 -21.04  0.36
H -16.25 -13.96 -20.76  0.27
H -14.07 -13.72 -21.91  0.38
H -14.77 -12.45 -22.88  0.28
H -15.55 -15.39 -22.85  0.25
H -14.79 -14.77 -24.16  -0.07
H -18.21 -14.05 -22.23  0.16
H -17.80 -12.44 -22.80  0.26
Br -12.73 -11.73 -29.13  -0.16
C -13.85 -13.23 -29.87  -0.33
C -13.20 -13.92 -31.08  -0.61
Br -14.47 -15.32 -31.71  -0.17
H -14.80 -12.77 -30.12  0.32
H -14.05 -13.93 -29.06  0.08
H -12.22 -14.36 -30.87  0.39
H -13.04 -13.25 -31.93  0.47

Properties
HOMO in eV: -9.505
Kohn-Sham gap in eV: 9.6
Molecular weight in g/mol: 1145.3